# C32H48B2F9IN3O3PS2

A cluster of 2 separate species, C32H48B2F9IN3O3PS2 in total in a non-equilibrium geometry (ωB97M-V/def2-TZVPD, OMol25).

As for the energy: -4022.1189 Ha. Its net charge is 0. The value obtained for the LUMO energy is 0.36 eV. Its highest occupied orbital energy is -7.87 eV. The maximum force is 1.3 eV/A.

Element x y z (Å)
C  5.417  3.387  1.620
C  4.606  2.656  0.865
C  3.135  2.556  1.035
C  2.341  3.015  -0.013
C  0.959  2.965  0.065
C  0.350  2.464  1.203
C  1.134  1.986  2.237
C  2.521  2.010  2.168
C  3.302  1.399  3.304
C  3.784  -0.033  3.018
C  2.635  -1.019  2.867
F  2.089  -0.901  1.624
F  1.666  -0.770  3.787
C  3.139  -2.500  2.995
F  4.053  -2.600  3.979
F  3.753  -2.802  1.832
S  1.809  -3.835  3.330
F  2.904  -4.789  3.971
F  1.551  -3.171  4.749
F  0.691  -2.932  2.670
F  2.045  -4.541  1.933
F  0.710  -4.911  3.667
N  -1.076  2.436  1.282
B  -1.706  3.654  1.759
O  -2.788  4.165  1.051
N  -1.175  4.311  2.958
C  -2.243  4.976  3.709
C  -0.173  5.320  2.535
C  -1.670  1.834  0.120
C  -1.299  2.248  -1.152
C  -1.887  1.674  -2.283
C  -1.414  2.111  -3.656
I  -2.763  1.598  -5.244
C  -0.025  1.547  -4.005
C  0.070  0.016  -3.912
C  -2.852  0.698  -2.068
C  -3.221  0.267  -0.798
P  -4.427  -1.112  -0.790
C  -3.752  -2.384  0.373
C  -4.407  -2.549  1.758
C  -6.017  -0.537  -0.076
C  -7.065  -1.649  -0.315
C  -2.612  0.841  0.327
B  -2.902  0.480  1.830
C  -4.200  0.998  2.573
O  -1.978  -0.267  2.521
S  -0.076  3.532  -1.248
H  6.457  3.490  1.342
H  5.087  3.891  2.519
H  5.037  2.101  0.037
H  2.818  3.419  -0.897
H  0.639  1.568  3.103
H  2.721  1.436  4.223
H  4.209  1.974  3.487
H  4.329  -0.033  2.074
H  4.439  -0.337  3.829
H  -3.646  4.051  1.468
H  -2.674  5.826  3.163
H  -3.047  4.275  3.938
H  -1.838  5.368  4.642
H  0.825  4.886  2.505
H  -0.157  6.128  3.266
H  -0.422  5.779  1.572
H  -1.370  3.198  -3.662
H  0.713  2.029  -3.367
H  0.165  1.834  -5.039
H  0.970  -0.283  -3.376
H  0.116  -0.449  -4.894
H  -0.787  -0.420  -3.401
H  -3.317  0.212  -2.914
H  -3.726  -3.341  -0.142
H  -2.708  -2.103  0.532
H  -4.401  -3.605  2.037
H  -5.447  -2.233  1.784
H  -3.836  -2.037  2.528
H  -5.984  -0.323  0.991
H  -6.294  0.361  -0.624
H  -6.586  -2.611  -0.506
H  -7.693  -1.781  0.566
H  -7.691  -1.425  -1.174
H  -4.713  0.170  3.066
H  -3.930  1.728  3.343
H  -4.905  1.456  1.881
H  -1.973  -0.011  3.449
C  1.960  -4.860  -4.900
C  2.627  -3.758  -5.717
C  4.154  -3.723  -5.580
O  4.628  -3.172  -4.367
C  4.661  -4.057  -3.265
N  2.004  -2.477  -5.378
H  1.917  -4.605  -3.841
H  0.935  -5.006  -5.238
H  2.491  -5.809  -5.004
H  2.415  -3.958  -6.772
H  4.552  -3.074  -6.365
H  4.584  -4.722  -5.735
H  4.911  -5.075  -3.580
H  3.712  -4.072  -2.723
H  5.435  -3.702  -2.585
H  2.360  -1.753  -5.996
H  2.336  -2.205  -4.456